(1)
Density functional theory data (ωB97M-V/def2-TZVPD) for a molecular structure, C5H10N2O in a non-equilibrium geometry.

Its multiplicity is 1. The value obtained for the frontier orbital gap is 8.961 eV. The energy above the lowest of the compared OMol25 structures with the same formula, charge and spin comes out at 478.85 kJ/mol. For the lowest unoccupied orbital energy, the calculation gives -0.040 eV.

Each line ends with the Löwdin charge.
CARTESIAN COORDINATES (ANGSTROEM)
1 C -0.78434 -1.11125 -1.14794  -0.2535
2 C -0.90588 -1.14479 0.55823  -0.5555
3 N -1.75604 -0.15435 0.97597  0.1152
4 O -0.75342 0.13134 -1.63946  -0.1567
5 N -0.67805 -2.26317 1.12304  0.0808
6 H 0.14461 0.65406 -1.03407  0.0986
7 H -2.00476 0.56000 0.30908  0.0903
8 H -2.37676 -0.32276 1.75141  0.0972
9 H -1.20165 -2.39430 1.99091  0.0419
10 H 0.07676 -1.74575 -1.38638  0.1082
11 H -1.73823 -1.60555 -1.35094  0.1210
12 C 1.91034 2.12857 -0.44391  -0.0745
13 C 1.22238 0.86529 -0.09927  -0.1895
14 C 1.15280 -0.09142 0.68530  0.1486
15 H 2.27070 2.08251 -1.47271  0.0839
16 H 2.75473 2.32005 0.22071  0.0825
17 H 1.20867 2.96559 -0.37471  0.0852
18 H 1.45813 -0.87408 1.33474  0.0762

(2)
Density functional theory data (ωB97M-V/def2-TZVPD) for C5H10N2O in the gas phase in a non-equilibrium geometry.

Its SMILES is C/C=C(N)\C(O)=C/N. Its multiplicity is 1. The value obtained for the frontier orbital gap is 8.272 eV. The energy above the lowest of the compared OMol25 structures with the same formula, charge and spin comes out at 162.54 kJ/mol. For the lowest unoccupied orbital energy, the calculation gives 0.952 eV.

Each line ends with the Löwdin charge.
CARTESIAN COORDINATES (ANGSTROEM)
1 C -0.63431 0.09388 1.95282  -0.1135
2 C -0.45208 1.03539 0.80264  -0.1330
3 C -0.49563 0.74169 -0.52169  -0.3274
4 N -0.78767 1.68496 -1.49605  0.1085
5 C -0.18564 -0.59874 -0.98826  -0.3105
6 O -1.05674 -1.12131 -1.92584  0.0318
7 C 0.83450 -1.31539 -0.45789  -0.1568
8 N 2.01506 -0.80752 0.09450  0.0505
9 H -1.51447 0.37670 2.53590  0.0697
10 H -0.77276 -0.92929 1.60940  0.0687
11 H 0.22031 0.13057 2.63497  0.0662
12 H -0.49112 2.08451 1.08221  0.0954
13 H -0.37349 1.53690 -2.40165  0.0923
14 H -0.82807 2.64430 -1.19291  0.0885
15 H -0.69525 -1.94413 -2.27340  0.0975
16 H 0.91084 -2.37508 -0.68936  0.1156
17 H 2.39815 -1.38702 0.83004  0.0802
18 H 1.90837 0.14960 0.40456  0.0762

(3)
Density functional theory data (ωB97M-V/def2-TZVPD) for C5H10N2O in the gas phase in a non-equilibrium geometry.

Its SMILES is NC(=O)[C@@H]1CCCN1. Its multiplicity is 1. The value obtained for the frontier orbital gap is 10.019 eV. The energy above the lowest of the compared OMol25 structures with the same formula, charge and spin comes out at 201.65 kJ/mol. For the lowest unoccupied orbital energy, the calculation gives 0.855 eV.

Each line ends with the Löwdin charge.
CARTESIAN COORDINATES (ANGSTROEM)
1 N -0.81153 1.44797 -1.80143  0.1787
2 C -0.14596 0.22356 -2.04642  -0.3766
3 O 0.05730 -0.50385 -3.04563  0.0169
4 C 0.44378 -0.38043 -0.65791  -0.2573
5 C -0.61450 -0.98600 0.17718  -0.1928
6 C -0.45392 -0.54662 1.61224  -0.1935
7 C 0.90514 0.04737 1.57182  -0.2100
8 N 1.13239 0.67513 0.16469  0.0330
9 H -0.81207 1.64699 -0.78515  0.1087
10 H -1.22546 1.94781 -2.45528  0.0311
11 H 1.14346 -1.06176 -0.89400  0.0986
12 H -0.63729 -2.02981 0.06179  0.1032
13 H -1.62498 -0.63483 -0.09812  0.1160
14 H -1.30872 0.30149 1.58815  0.1541
15 H -0.49088 -1.34511 2.38863  0.1256
16 H 0.82529 0.94416 2.22724  0.1125
17 H 1.58039 -0.66191 1.97012  0.0950
18 H 2.03755 0.91584 0.02208  0.0568